No. 1
C3H8N2 | wB97M-V/def2-TZVPD

```
13
C3H8N2 wB97M-V/def2-TZVPD
C -1.291 -0.481 1.371
C -0.184 -0.144 0.391
N 0.985 0.358 1.004
C -0.322 -0.179 -0.946
N 0.761 0.334 -1.772
H -2.271 -0.223 0.991
H -1.085 0.039 2.301
H -1.329 -1.565 1.530
H 1.635 0.708 0.307
H 1.581 -0.360 1.407
H -1.298 0.056 -1.373
H 0.892 1.336 -1.729
H 0.550 0.064 -2.716
```

Values from the calculation:
**Lowest unoccupied orbital energy**: 1.09 eV
**HOMO-LUMO gap**: 9.35 eV
**E_tot**: -6219.9514 eV
**Structure (SMILES)**: C/C(N)=C/N
**Energy relative to the best compared isomer or geometry (same formula, charge and spin)**: 43.7 kcal/mol
**HOMO**: -8.26 eV

---

No. 2
C3H8N2 | wB97M-V/def2-TZVPD

```
13
C3H8N2 wB97M-V/def2-TZVPD
C 0.355 -0.853 -1.393
N -0.455 -1.941 -1.456
N 0.131 0.311 -1.830
H -1.400 -1.836 -1.788
H -0.786 0.431 -2.254
H 0.396 1.701 -0.180
H -0.229 -2.783 -0.953
H 1.319 -1.037 -0.929
H 0.308 -0.995 2.787
C 0.228 2.061 0.798
C 0.009 2.450 1.903
H -0.165 2.800 2.879
H 0.290 -0.307 2.416
```

Values from the calculation:
**Lowest unoccupied orbital energy**: 0.98 eV
**HOMO-LUMO gap**: 10.60 eV
**E_tot**: -6217.6616 eV
**Energy relative to the best compared isomer or geometry (same formula, charge and spin)**: 96.5 kcal/mol
**HOMO**: -9.62 eV

---

No. 3
C3H8N2 | wB97M-V/def2-TZVPD

```
13
C3H8N2 wB97M-V/def2-TZVPD
H -0.519 -1.374 -4.852
N -0.279 -0.402 -4.724
C -1.109 0.415 -4.273
N -0.694 1.640 -3.778
H -2.150 0.195 -4.039
H -1.175 2.443 -4.100
H 0.304 1.697 -3.809
C 1.202 -0.168 4.866
C 0.731 -1.407 4.946
H 1.400 0.365 5.788
H 1.319 0.418 3.964
H 0.442 -1.780 5.919
H 0.527 -2.040 4.093
```

Values from the calculation:
**Lowest unoccupied orbital energy**: 1.21 eV
**HOMO-LUMO gap**: 10.90 eV
**E_tot**: -6219.5131 eV
**Structure (SMILES)**: [H]/N=C/N.C=C
**Energy relative to the best compared isomer or geometry (same formula, charge and spin)**: 53.8 kcal/mol
**HOMO**: -9.69 eV

---

No. 4
C3H8N2 | wB97M-V/def2-TZVPD

```
13
C3H8N2 wB97M-V/def2-TZVPD
C 1.225 -2.395 -1.859
N 1.052 -1.314 -1.242
H 2.199 -2.491 -2.352
H 0.664 -3.321 -1.707
H 0.164 -1.234 -0.713
C -0.696 0.743 1.896
C -0.718 1.872 -0.219
N -0.558 0.797 0.423
H 0.239 0.399 2.358
H -1.692 0.375 2.120
H -0.516 1.765 2.227
H -0.116 2.060 -1.102
H -1.248 2.744 0.170
```

Values from the calculation:
**Lowest unoccupied orbital energy (alpha / beta)**: -5.74 / -8.97 eV
**Spin multiplicity**: 2
**HOMO-LUMO gap (alpha / beta)**: 7.75 / 4.36 eV
**E_tot**: -6209.0466 eV
**Net charge**: +1
**Energy relative to the best compared isomer or geometry (same formula, charge and spin)**: 100.5 kcal/mol
**HOMO (alpha / beta)**: -13.49 / -13.33 eV

---

No. 5
C3H8N2O | wB97M-V/def2-TZVPD

```
14
C3H8N2O wB97M-V/def2-TZVPD
O -0.783 1.830 2.489
C -1.092 0.819 1.889
C -0.378 0.457 0.628
N -0.553 -0.853 -0.038
C 0.151 -0.736 -1.283
N 1.513 -0.251 -1.314
H -1.968 0.259 1.999
H 0.753 0.529 0.891
H -0.658 1.151 -0.230
H -0.348 -1.625 0.598
H -0.036 -1.643 -1.920
H -0.357 0.033 -2.035
H 2.136 -0.697 -0.638
H 1.620 0.728 -1.036
```

Values from the calculation:
**Lowest unoccupied orbital energy (alpha / beta)**: 4.27 / 4.15 eV
**Spin multiplicity**: 2
**HOMO-LUMO gap (alpha / beta)**: 3.59 / 7.55 eV
**E_tot**: -8265.8904 eV
**Net charge**: -1
**Energy relative to the best compared isomer or geometry (same formula, charge and spin)**: 41.2 kcal/mol
**HOMO (alpha / beta)**: 0.69 / -3.40 eV

---

No. 6
C3H8N2O | wB97M-V/def2-TZVPD

```
14
C3H8N2O wB97M-V/def2-TZVPD
N 0.139 -1.029 -0.782
C 0.371 0.577 -0.181
C 0.238 1.594 -1.119
H -0.537 -0.921 -1.538
H 0.830 -1.705 -1.128
H 1.357 0.528 0.283
H 1.074 2.219 -1.393
H -0.713 1.777 -1.604
C -0.762 0.172 0.837
O 0.211 -1.810 1.657
N -0.719 -1.299 0.767
H 0.866 -1.127 1.888
H -1.737 0.483 0.461
H -0.617 0.540 1.853
```

Values from the calculation:
**Lowest unoccupied orbital energy (alpha / beta)**: 0.53 / 0.53 eV
**HOMO-LUMO gap (alpha / beta)**: 7.21 / 7.21 eV
**E_tot**: -8262.0319 eV
**Energy relative to the best compared isomer or geometry (same formula, charge and spin)**: 168.2 kcal/mol
**HOMO (alpha / beta)**: -6.68 / -6.68 eV

---

No. 7
C3H8N2O | wB97M-V/def2-TZVPD

```
14
C3H8N2O wB97M-V/def2-TZVPD
H 0.081 0.967 -2.096
N 0.077 1.833 -1.566
C -1.068 1.986 -0.997
N -1.298 2.237 0.315
H -1.979 2.157 -1.600
H -1.951 2.981 0.522
H -0.454 2.283 0.870
C 1.281 -1.980 0.084
C 0.433 -2.208 1.315
O 0.793 -2.988 2.164
H 1.711 -0.970 0.049
H 2.054 -2.737 0.237
H 0.695 -2.071 -0.837
H -0.378 -1.490 1.539
```

Values from the calculation:
**Lowest unoccupied orbital energy**: 0.82 eV
**HOMO-LUMO gap**: 9.73 eV
**E_tot**: -8266.6927 eV
**Structure (SMILES)**: [H]/N=C/N.CC=O
**Energy relative to the best compared isomer or geometry (same formula, charge and spin)**: 60.7 kcal/mol
**HOMO**: -8.91 eV

---

No. 8
C3H8N2O | wB97M-V/def2-TZVPD

```
14
C3H8N2O wB97M-V/def2-TZVPD
N -0.509 -1.408 1.607
C -0.275 -0.699 0.306
C 1.003 -0.279 -0.042
O 1.366 -0.591 -1.329
C -0.192 0.732 0.052
N -0.583 1.128 -1.264
H 0.398 -1.633 1.966
H -0.969 -0.657 2.176
H -0.629 -1.253 -0.538
H 1.687 -0.337 0.724
H 0.731 0.108 -1.695
H -0.406 1.533 0.783
H 0.052 1.977 -1.324
H -1.673 1.379 -1.422
```

Values from the calculation:
**Lowest unoccupied orbital energy**: 0.79 eV
**HOMO-LUMO gap**: 9.77 eV
**E_tot**: -8265.5458 eV
**Structure (SMILES)**: N[C@@H]1C(O)[C@H]1N
**Energy relative to the best compared isomer or geometry (same formula, charge and spin)**: 87.2 kcal/mol
**HOMO**: -8.97 eV

---

No. 9
C3H8N2O | wB97M-V/def2-TZVPD

```
14
C3H8N2O wB97M-V/def2-TZVPD
C -1.356 -0.536 1.102
C -0.269 -0.110 1.837
N 0.718 -0.951 2.227
H -1.737 -1.529 0.886
H -2.102 0.232 0.684
H 0.038 0.922 1.959
H 0.462 -1.904 2.270
H 1.477 -0.773 2.811
N -0.003 0.295 -2.182
C 0.850 1.307 -2.470
O 1.608 1.779 -1.684
H -0.280 -0.466 -2.777
H -0.250 0.205 -1.139
H 0.845 1.529 -3.524
```

Values from the calculation:
**Lowest unoccupied orbital energy**: 1.05 eV
**HOMO-LUMO gap**: 9.28 eV
**E_tot**: -8267.3280 eV
**Structure (SMILES)**: C=CN.NC=O
**Energy relative to the best compared isomer or geometry (same formula, charge and spin)**: 46.1 kcal/mol
**HOMO**: -8.23 eV

---

No. 10
C3H8N2O | wB97M-V/def2-TZVPD

```
14
C3H8N2O wB97M-V/def2-TZVPD
C -0.489 -0.881 -0.113
C -0.242 0.302 0.708
C 0.026 1.545 0.228
N -0.214 1.902 -1.064
H -1.595 -1.165 -0.194
H 0.096 -1.817 0.422
H -0.148 -0.789 -1.110
H -0.011 0.206 1.725
H 0.568 2.170 0.901
H -0.751 1.220 -1.511
H 0.301 2.615 -1.468
N 2.011 -1.852 -0.108
O 2.331 -1.070 0.721
H 1.706 -2.719 0.257
```

Values from the calculation:
**Lowest unoccupied orbital energy**: 0.19 eV
**HOMO-LUMO gap**: 7.91 eV
**E_tot**: -8263.9391 eV
**Structure (SMILES)**: C/C=C\N.N=O
**Energy relative to the best compared isomer or geometry (same formula, charge and spin)**: 124.2 kcal/mol
**HOMO**: -7.72 eV

---

No. 11
C3H8N2O | wB97M-V/def2-TZVPD

```
14
C3H8N2O wB97M-V/def2-TZVPD
C -2.523 -0.110 -0.085
N -1.269 0.533 0.211
C -0.170 -0.087 0.100
O -0.013 -1.375 -0.301
N 0.940 0.603 0.531
C 2.262 0.362 -0.007
H -2.430 -1.182 -0.280
H -3.193 0.044 0.763
H -2.964 0.371 -0.961
H 0.912 -1.635 -0.234
H 0.577 1.568 0.665
H 2.279 0.297 -1.102
H 2.678 -0.566 0.399
H 2.914 1.176 0.300
```

Values from the calculation:
**Lowest unoccupied orbital energy**: 0.64 eV
**HOMO-LUMO gap**: 9.12 eV
**E_tot**: -8267.9565 eV
**Structure (SMILES)**: C/N=C(\O)NC
**Energy relative to the best compared isomer or geometry (same formula, charge and spin)**: 31.6 kcal/mol
**HOMO**: -8.47 eV

---

No. 12
C3H8N2O | wB97M-V/def2-TZVPD

```
14
C3H8N2O wB97M-V/def2-TZVPD
C -1.178 -0.110 -0.932
C 0.554 0.072 -0.625
N 0.749 1.479 -0.302
C 0.697 -0.846 0.541
N -0.249 -0.604 1.548
O 1.297 -1.915 0.527
H -1.887 0.288 -0.207
H -1.291 0.519 -1.815
H -1.348 -1.166 -1.143
H 1.143 -0.275 -1.476
H 1.605 1.819 -0.744
H 0.883 1.734 0.673
H -0.275 -1.288 2.293
H -0.700 0.294 1.663
```

Values from the calculation:
**Lowest unoccupied orbital energy**: 0.87 eV
**HOMO-LUMO gap**: 9.98 eV
**E_tot**: -8267.8949 eV
**Structure (SMILES)**: C[C@@H](N)C(N)=O
**Energy relative to the best compared isomer or geometry (same formula, charge and spin)**: 33.0 kcal/mol
**HOMO**: -9.11 eV

---

No. 13
C3H8N2O | wB97M-V/def2-TZVPD

```
14
C3H8N2O wB97M-V/def2-TZVPD
C 1.731 0.487 1.755
C 2.117 0.246 0.494
N 2.229 -1.020 -0.076
H 1.458 -0.254 2.492
H 1.508 1.522 1.983
H 2.463 0.994 -0.212
H 2.269 -0.995 -1.065
H 1.699 -1.745 0.365
N -2.635 0.792 -1.106
C -2.474 -0.534 -0.787
O -1.385 -1.014 -0.566
H -3.402 1.089 -1.693
H -2.167 1.519 -0.609
H -3.412 -1.088 -0.974
```

Values from the calculation:
**Lowest unoccupied orbital energy**: 0.89 eV
**HOMO-LUMO gap**: 8.70 eV
**E_tot**: -8267.5218 eV
**Structure (SMILES)**: C=CN.NC=O
**Energy relative to the best compared isomer or geometry (same formula, charge and spin)**: 41.6 kcal/mol
**HOMO**: -7.81 eV

---

No. 14
C3H8N2O | wB97M-V/def2-TZVPD

```
14
C3H8N2O wB97M-V/def2-TZVPD
C 1.701 -0.217 -2.614
N 2.302 -0.366 -1.452
C 1.842 0.693 -0.398
H 2.080 -0.720 -3.494
H 0.669 0.258 -2.722
H 0.879 0.379 0.030
H 1.924 1.720 -0.730
H 2.574 0.670 0.540
N -1.836 -1.199 1.939
C -1.966 0.260 1.656
O -1.989 0.884 0.565
H -1.284 -1.651 2.576
H -2.198 -1.909 1.429
H -1.458 0.723 2.583
```

Values from the calculation:
**Lowest unoccupied orbital energy**: 0.72 eV
**HOMO-LUMO gap**: 10.20 eV
**E_tot**: -8265.4752 eV
**Structure (SMILES)**: C=NC.NC=O
**Energy relative to the best compared isomer or geometry (same formula, charge and spin)**: 88.8 kcal/mol
**HOMO**: -9.48 eV

---

No. 15
C3H8N2O | wB97M-V/def2-TZVPD

```
14
C3H8N2O wB97M-V/def2-TZVPD
C -2.167 -0.516 0.034
N -0.709 -0.839 0.051
C -0.047 0.419 0.049
O -0.459 1.556 0.046
N 1.271 0.384 -0.248
C 2.123 -0.693 0.130
H -2.280 0.408 -0.508
H -2.562 -0.453 1.058
H -2.756 -1.326 -0.484
H -0.847 -1.307 -0.896
H 1.673 1.318 0.024
H 1.773 -1.669 -0.279
H 3.123 -0.681 -0.429
H 2.162 -0.810 1.242
```

Values from the calculation:
**Lowest unoccupied orbital energy**: 0.82 eV
**HOMO-LUMO gap**: 10.46 eV
**E_tot**: -8267.4724 eV
**Structure (SMILES)**: CNC(=O)NC
**Energy relative to the best compared isomer or geometry (same formula, charge and spin)**: 42.7 kcal/mol
**HOMO**: -9.64 eV

---

No. 16
C3H8N2O | wB97M-V/def2-TZVPD

```
14
C3H8N2O wB97M-V/def2-TZVPD
N 0.539 -1.297 -1.359
N 0.583 -0.596 -0.181
C -0.699 -0.765 0.538
C -0.848 0.676 0.804
C 0.329 0.889 -0.135
O 1.477 1.591 0.325
H 1.400 -1.209 -1.817
H -0.209 -1.089 -2.009
H -0.651 -1.349 1.408
H -1.470 -1.403 -0.003
H -1.728 1.309 0.686
H -0.484 1.000 1.788
H 0.062 1.210 -1.096
H 1.698 1.033 1.053
```

Values from the calculation:
**Lowest unoccupied orbital energy**: 1.11 eV
**HOMO-LUMO gap**: 9.86 eV
**E_tot**: -8265.9456 eV
**Structure (SMILES)**: NN1CC[C@H]1O
**Energy relative to the best compared isomer or geometry (same formula, charge and spin)**: 78.0 kcal/mol
**HOMO**: -8.75 eV

---

No. 17
C3H8N2O | wB97M-V/def2-TZVPD

```
14
C3H8N2O wB97M-V/def2-TZVPD
C 1.542 -0.262 -0.505
C 1.341 -0.288 1.813
N 1.265 0.437 0.776
H 1.516 0.574 -1.256
H 0.646 -0.980 -0.499
H 2.415 -0.937 -0.520
H 1.505 0.264 2.711
H 1.090 -1.455 1.696
C -2.427 0.072 -0.471
N -1.394 0.873 -0.880
O -2.516 -1.174 -0.632
H -3.151 0.753 -0.005
H -1.198 1.858 -0.951
H -0.635 0.266 -1.278
```

Values from the calculation:
**Lowest unoccupied orbital energy (alpha / beta)**: -6.07 / -9.44 eV
**Spin multiplicity**: 2
**HOMO-LUMO gap (alpha / beta)**: 7.62 / 4.16 eV
**E_tot**: -8256.8184 eV
**Net charge**: +1
**Energy relative to the best compared isomer or geometry (same formula, charge and spin)**: 71.5 kcal/mol
**HOMO (alpha / beta)**: -13.69 / -13.59 eV

---

No. 18
C3H8N2O2 | wB97M-V/def2-TZVPD

```
15
C3H8N2O2 wB97M-V/def2-TZVPD
C -0.104 -1.095 0.712
C -0.388 -1.584 -0.566
N -1.176 -0.733 -1.299
C -1.786 0.063 -0.387
N -0.952 0.108 0.721
H 0.501 -1.497 1.522
H -0.069 -2.643 -0.838
H -2.703 0.584 -0.464
H -0.996 0.693 1.639
H 0.699 0.528 -1.450
H 2.390 0.326 -1.387
O 1.549 0.849 -1.093
H 2.230 0.895 1.682
H 1.677 1.568 0.601
O 1.555 1.603 1.617
```

Values from the calculation:
**Lowest unoccupied orbital energy (alpha / beta)**: 3.99 / 3.89 eV
**Spin multiplicity**: 2
**HOMO-LUMO gap (alpha / beta)**: 2.96 / 9.01 eV
**E_tot**: -10313.2151 eV
**Net charge**: -1
**Energy relative to the best compared isomer or geometry (same formula, charge and spin)**: 61.2 kcal/mol
**HOMO (alpha / beta)**: 1.03 / -5.12 eV

---

no.,maximum force (eV/Å)
1,2.6
2,1.3
3,1.6
4,3.1
5,4.3
6,2.1
7,2.9
8,5.3
9,3.5
10,3.9
11,1.4
12,3.7
13,1.9
14,5.7
15,3.0
16,3.0
17,4.2
18,4.7